[1]
Formula: C35H66F6N3O6
Source: the Open Molecules 2025 dataset
Level of theory: ωB97M-V with the def2-TZVPD basis set

The LUMO energy is -2.752 eV. The HOMO-LUMO gap is 0.34054 Eh. As for the charge: +1. The spin multiplicity is 1.

Each line ends with the Mulliken charge.
Positions of all 116 atoms, in Å:
C -6.10280 -1.59583 -5.94729  -0.9126
C -4.92617 -0.84252 -6.67424  -0.4586
C -4.06754 0.08650 -5.70581  -0.9068
C -3.96773 -0.42024 -4.21023  0.7547
C -5.05862 0.31686 -3.33672  -0.8453
C -4.53554 0.46312 -1.82742  0.5725
C -4.71155 1.94293 -1.32557  -0.9266
C -3.93633 2.30248 0.00943  -0.6175
C -3.30444 1.05542 0.74737  -0.0834
C -2.57289 1.55736 2.04464  -0.9465
C -1.80406 0.39288 2.80917  -0.6709
C -0.25062 0.61953 2.77521  0.2614
C 0.61112 -0.66525 3.07383  -0.3342
C 1.74051 -0.84259 1.96564  0.8531
C 2.45643 -2.23158 2.03811  -0.5282
C 3.48170 -2.51056 0.84678  -0.6872
N 3.41702 -1.40479 -0.12951  0.1819
C 2.82344 -1.49146 -1.28912  -0.4848
N 2.18617 -2.67778 -1.74138  -0.2515
C 1.57005 -2.37761 -3.06343  -0.3646
C 2.16583 -3.06735 -4.34518  -1.3231
C 1.49001 -0.79335 -2.99489  -0.0547
C 0.10554 -0.53598 -2.28916  -1.3821
C -0.30002 0.96985 -2.19952  1.2260
C 0.60298 1.81021 -1.19201  -0.6341
O -0.38979 1.59819 -3.48068  -0.6937
N 2.72823 -0.44215 -2.26484  0.8383
C 3.97836 -0.40886 -3.06484  -0.6659
O 5.07307 -0.01646 -2.25210  -0.4710
C 5.01730 1.40376 -1.97552  -0.0073
C 5.61943 2.16913 -3.23321  -0.6359
C 4.45342 3.02505 -3.88341  -0.7129
H -6.62475 -0.84070 -5.31051  0.1479
H -6.80220 -2.09715 -6.65237  0.3809
H -5.66958 -2.40428 -5.29845  0.2555
H -5.41534 -0.14089 -7.40510  0.2920
H -4.24504 -1.51416 -7.24925  0.3004
H -4.58802 1.08003 -5.69687  0.3317
H -3.07836 0.25936 -6.19547  0.3146
H -4.08971 -1.53261 -4.11670  0.2037
H -2.92243 -0.20391 -3.86687  -0.5254
H -5.23987 1.37005 -3.67976  0.3504
H -6.03261 -0.21951 -3.29460  0.2602
H -4.98090 -0.30547 -1.14894  0.4042
H -3.43896 0.25492 -1.87300  -0.5555
H -4.30757 2.60012 -2.14655  0.2799
H -5.80404 2.20131 -1.27190  0.2999
H -3.16367 3.07290 -0.25400  0.2660
H -4.67147 2.74429 0.73475  0.4247
H -2.57129 0.49673 0.11731  0.0603
H -4.14029 0.36465 1.01662  0.2295
H -3.36088 1.96192 2.73230  0.4541
H -1.88112 2.38094 1.74783  0.3081
H -2.11685 -0.62476 2.47009  0.2303
H -2.12598 0.49697 3.88220  0.3872
H 0.00978 0.99353 1.75372  -0.4265
H 0.03344 1.42182 3.49606  0.3081
H 1.18038 -0.46286 4.02321  0.3846
H 0.01536 -1.60749 3.22969  -0.3381
H 1.24921 -0.61869 0.98859  -0.4176
H 2.48079 -0.02584 2.16493  -0.0135
H 3.06130 -2.25875 2.98375  0.2998
H 1.71984 -3.07307 2.13080  0.2721
H 3.19932 -3.49571 0.40274  0.2397
H 4.52759 -2.60024 1.22400  0.4567
H 3.82931 -0.49245 0.06624  0.2431
H 2.78637 -3.50414 -1.79073  0.3824
H 0.55594 -2.83506 -2.97312  0.6149
H 2.52856 -4.10299 -4.11144  0.3622
H 2.97013 -2.45044 -4.80740  0.2504
H 1.34642 -3.17180 -5.09812  0.3905
H 1.55593 -0.25635 -3.97545  0.8602
H -0.67565 -1.07983 -2.87753  0.4233
H 0.12663 -1.03350 -1.28086  0.2911
H -1.33027 0.99821 -1.74843  -0.9004
H 1.55552 2.14580 -1.66198  0.0681
H 0.84693 1.10954 -0.34990  -0.2953
H 0.00510 2.68477 -0.85011  0.6310
H -0.94461 2.37480 -3.34392  0.4858
H 4.24192 -1.44481 -3.41315  0.2129
H 3.84300 0.23363 -3.96444  0.3709
H 3.96712 1.70464 -1.74474  0.0265
H 5.64525 1.65127 -1.08014  0.3379
H 6.48059 2.80357 -2.89444  0.3785
H 6.06332 1.45299 -3.97399  0.3046
H 3.50344 2.44536 -3.72085  0.0537
H 4.58098 3.21505 -4.97121  0.2977
H 4.35881 3.97020 -3.28961  0.2967
C 3.61574 4.55722 6.96170  -1.0994
C 3.86471 5.33804 5.68698  -0.1948
O 3.98919 4.45505 4.55755  -0.3165
C 2.84430 4.00413 4.04385  0.2119
O 1.75663 4.27753 4.45309  -0.5115
C 3.12071 3.12117 2.83226  1.0216
F 4.09874 2.23089 3.05948  -0.3031
F 3.50053 3.84262 1.76938  -0.2874
F 2.04637 2.42128 2.46002  -0.1513
H 4.39447 3.80646 7.10852  0.3017
H 3.60078 5.22555 7.82300  0.3732
H 2.66308 4.02715 6.92096  0.3112
H 4.80949 5.87615 5.76208  0.3217
H 3.08404 6.07956 5.50903  0.3126
C -2.06886 -5.22928 3.66570  -1.3293
C -1.81229 -3.84624 4.23032  0.0293
O -2.43364 -3.69405 5.51310  -0.3417
C -1.76976 -4.22759 6.54435  0.3622
O -0.72784 -4.80383 6.45486  -0.5097
C -2.51144 -3.95810 7.84900  0.8718
F -3.82054 -4.21267 7.74523  -0.2458
F -2.39074 -2.67709 8.22166  -0.2475
F -2.05015 -4.70137 8.85154  -0.2365
H -3.13991 -5.43621 3.63387  0.3263
H -1.66079 -5.31394 2.65724  0.3902
H -1.61250 -6.00037 4.28765  0.3496
H -2.25824 -3.09493 3.57708  0.2596
H -0.74392 -3.62763 4.29185  0.2907

Cartesian forces (eV/Å) of the 6 atoms listed first:
1.1 0.0 0.1
-0.4 0.7 0.0
-0.8 -0.5 -0.4
-0.3 0.5 -0.7
0.9 0.0 1.6
0.2 0.4 -0.7

***

[2]
Formula: C2H7NOSi
Source: the Open Molecules 2025 dataset
Level of theory: ωB97M-V with the def2-TZVPD basis set

The LUMO energy is 0.632 eV. The calculation puts the energy above the lowest of the compared OMol25 structures with the same formula, charge and spin at 516.7 kJ/mol. The HOMO-LUMO gap is 0.37181 Eh. The spin multiplicity is 1. Its SMILES is CC#[N+][O-].[SiH4].

Each line ends with the Mulliken charge.
Positions of all 12 atoms, in Å:
C 1.98949 0.02030 -0.19492  -0.7583
C 1.43243 0.58547 -1.43817  0.0418
N 1.53254 1.31242 -2.33562  0.5888
O 1.44655 1.96664 -3.30931  -0.6655
H 1.59248 0.59086 0.71378  0.2326
H 1.67883 -1.05554 -0.19197  0.2729
H 3.14723 0.07502 -0.12549  0.2802
Si -1.88537 -0.11837 0.03313  0.5254
H -0.91227 0.43246 -1.06843  -0.1228
H -2.49478 0.88175 0.71160  -0.1392
H -2.89675 -1.13610 -0.41353  -0.1048
H -1.13877 -0.95565 0.79986  -0.1512

Cartesian forces (eV/Å) of the 6 atoms listed first:
0.6 -0.3 1.0
1.3 0.3 0.8
-0.5 -1.2 1.0
0.0 1.4 -1.8
0.4 -1.0 -1.2
0.4 0.9 0.6

***

Number 1: F_max 2.34 eV/Å. Number 2: F_max 4.06 eV/Å.